The following is a quantum chemistry calculation of a 14-piece molecular cluster, C48H108ClN11O26 overall at a distorted geometry, from OMol25.

```
194
Properties=species:S:1:pos:R:3:forces:R:3:lowdin_charge:R:1
C 1.001539 -0.465309 -2.143292 -0.4 -1.0 0.2 0.02
N -0.152981 -0.983819 -1.266182 -1.3 -0.1 -1.5 -0.25
C -1.391261 -0.057359 -1.341242 1.0 0.4 1.0 0.01
C -0.604231 -2.381279 -1.867522 0.7 0.9 1.4 0.06
C 0.240829 -1.177089 0.186808 1.1 -0.5 0.4 -0.08
C 1.330289 -0.241829 0.741508 0.8 -0.4 -0.7 -0.25
O 1.013149 1.074461 0.466768 -0.9 1.4 -0.3 -0.07
H 0.690529 -0.609919 -3.177922 0.0 0.2 0.1 0.10
H 1.832679 -1.141129 -1.941872 0.1 0.1 0.0 0.08
H 1.278199 0.574941 -1.971742 -0.4 -0.2 0.3 0.08
H -1.018911 0.900861 -0.978932 0.0 0.1 -0.2 0.08
H -2.123191 -0.371969 -0.597342 0.1 -0.5 -0.2 0.07
H -1.871351 0.055431 -2.313292 0.6 -0.5 -0.1 0.09
H 0.236659 -3.074819 -1.865862 0.4 0.4 -0.2 0.09
H -1.013921 -2.258189 -2.870072 0.0 0.2 0.3 0.10
H -1.301791 -2.773189 -1.127312 -0.4 0.1 -0.3 0.09
H 0.652979 -2.185989 0.205758 0.0 -0.1 0.2 0.12
H -0.622821 -1.150319 0.851258 -0.3 0.1 -0.5 0.11
H 2.306519 -0.418309 0.289918 0.1 -0.6 -0.4 0.10
H 1.557139 -0.392299 1.796968 -0.8 -0.3 0.3 0.11
H 1.317349 1.644681 1.176628 0.1 0.0 0.2 0.04
Cl 3.789269 -3.313959 -2.427292 1.8 -2.1 0.4 0.55
O 3.626589 -2.818559 -1.102082 -2.0 2.8 1.5 -0.39
O 4.799629 -4.260209 -2.224352 2.8 -2.1 -0.8 -0.35
O 2.655409 -4.025269 -2.874942 -2.9 0.0 -0.5 -0.37
O 4.175189 -2.360739 -3.403902 -0.1 1.7 -0.2 -0.34
C -1.657941 1.264191 5.309758 -0.1 0.1 -0.9 0.07
N -1.378461 0.769811 3.897508 -0.3 -1.4 -1.7 -0.37
O -0.426051 1.230801 3.273208 -1.3 -0.3 1.2 0.06
O -2.115801 -0.147649 3.428828 1.6 2.2 1.5 0.01
H -2.631901 0.849811 5.570108 0.5 -0.3 0.3 0.10
H -1.734681 2.351231 5.333498 0.1 0.0 -0.5 0.09
H -0.777621 1.006001 5.898368 -0.4 -0.4 0.1 0.10
C -1.074251 3.306241 -5.300272 0.7 0.0 -0.1 0.06
N -0.066591 2.287801 -4.822882 -0.5 -0.6 -1.2 -0.41
O -0.178161 1.873531 -3.684482 0.1 0.3 -0.1 0.04
O 0.759349 1.909421 -5.633392 -0.1 0.3 0.5 0.07
H -1.410211 3.155501 -6.326182 -0.1 -1.0 0.2 0.10
H -0.456271 4.187581 -5.471902 -0.3 0.5 0.9 0.10
H -1.864121 3.299361 -4.549172 0.3 0.7 -0.3 0.08
C -4.111191 -3.236479 2.644268 -1.2 -1.0 0.6 0.05
N -4.223131 -2.041459 1.785938 -0.4 0.8 -0.3 -0.41
O -5.322131 -1.506179 1.637868 1.2 -0.9 0.2 0.08
O -3.180111 -1.608719 1.333208 -0.2 -0.2 -0.3 0.02
H -5.122591 -3.588059 2.848118 0.0 0.5 0.3 0.10
H -3.600441 -2.948959 3.563278 0.1 0.0 -0.2 0.10
H -3.660071 -4.116089 2.185068 0.6 0.7 -0.4 0.09
C -4.541041 0.292571 -5.445172 0.8 1.0 0.1 -0.04
C -3.410401 -0.706279 -5.361092 -0.8 -2.5 3.1 -0.46
C -3.764751 -1.980139 -4.445602 1.6 1.7 -0.1 -0.18
O -3.584111 -1.614489 -3.096932 -1.4 0.0 0.3 -0.22
C -4.090441 -2.611729 -2.240272 0.8 0.0 0.9 -0.12
N -3.147021 -1.215119 -6.613742 -0.5 -0.6 -3.7 0.03
H -3.969561 1.172791 -5.739642 -0.7 0.7 0.1 0.07
H -5.101441 0.458081 -4.525022 0.3 0.1 0.1 0.07
H -5.258891 0.115451 -6.246062 0.0 -0.4 0.0 0.08
H -2.457391 -0.279749 -5.048122 -0.2 0.3 1.0 0.13
H -3.031911 -2.768979 -4.615252 0.3 -0.2 -0.5 0.11
H -4.727951 -2.431089 -4.684332 -0.5 0.4 0.1 0.13
H -3.443881 -3.488789 -2.268902 0.0 -0.4 -0.2 0.08
H -5.117741 -2.931209 -2.415492 -0.1 0.3 -0.3 0.09
H -4.001651 -2.241299 -1.219002 -0.2 0.2 0.0 0.07
H -2.880041 -2.188969 -6.634342 0.3 0.0 0.1 0.08
H -4.047711 -1.170339 -7.068562 0.2 -0.4 -0.9 0.07
C -3.086051 5.241921 2.310318 -1.3 0.0 -1.1 -0.07
C -1.812061 5.362431 3.086048 -1.3 -1.0 -1.6 -0.49
C -0.736991 5.995981 2.216778 0.6 -0.2 0.5 -0.16
O -0.621511 5.483141 0.840938 0.3 0.5 1.9 -0.17
C -0.039591 4.172301 0.836728 -1.1 -0.1 0.6 -0.09
N -2.113491 6.110961 4.272268 0.6 0.5 0.4 0.06
H -3.042281 4.595301 1.433928 0.6 0.0 -0.1 0.05
H -3.372571 6.228611 1.946398 -0.1 0.1 0.0 0.09
H -3.959191 4.833281 2.818998 0.1 0.1 0.7 0.08
H -1.445121 4.341821 3.194688 0.1 -0.4 0.9 0.11
H 0.094889 5.759401 2.880178 1.2 0.0 -0.9 0.08
H -0.767921 7.081671 2.308538 -0.5 0.1 -1.0 0.13
H 0.894549 4.133901 1.397098 0.4 0.2 -0.5 0.08
H -0.013421 3.746051 -0.166122 0.5 0.6 -0.1 0.09
H -0.689961 3.487531 1.380978 -0.3 -0.2 0.2 0.07
H -1.313131 6.324421 4.850158 0.1 -0.1 0.1 0.07
H -2.828461 5.678201 4.839408 0.0 -0.1 -0.1 0.08
C 4.406669 -5.630709 6.033918 -0.7 1.8 1.3 -0.07
C 3.660069 -5.362049 4.747218 1.6 -0.1 -1.0 -0.41
C 3.870049 -3.984029 4.130458 -0.4 0.6 1.3 -0.22
O 3.504749 -3.908699 2.770238 0.3 0.1 0.4 -0.19
C 3.551329 -2.553259 2.350598 -1.6 0.0 0.5 -0.08
N 4.351659 -6.240569 3.805398 -0.9 -1.0 -0.8 0.05
H 4.122609 -4.946219 6.833228 -0.4 0.4 0.1 0.07
H 5.453769 -5.361299 5.895698 0.2 -0.8 -0.1 0.08
H 4.170899 -6.593219 6.487878 0.5 -0.3 -0.7 0.08
H 2.589719 -5.546949 4.838208 0.1 -0.4 -0.2 0.12
H 4.915229 -3.693029 4.235408 0.4 0.0 0.1 0.13
H 3.289169 -3.276709 4.722388 -0.2 0.6 0.0 0.11
H 3.072709 -2.500279 1.372738 0.8 0.0 -0.3 0.07
H 4.500279 -2.033669 2.483418 0.4 -0.4 -0.5 0.10
H 2.869429 -2.009059 3.004008 -0.2 0.4 0.3 0.06
H 3.894309 -6.068109 2.921538 0.0 -0.5 -0.2 0.02
H 5.242159 -5.805839 3.610198 0.6 -0.1 0.3 0.08
C 0.774729 6.529461 -3.197472 -0.7 -1.7 0.3 -0.08
C -0.674231 7.012501 -3.469832 1.8 -1.9 -1.1 -0.43
C -1.821151 6.292851 -2.645402 2.9 0.7 0.1 -0.11
O -1.418491 4.897951 -2.466092 -0.1 1.0 -0.3 -0.20
C -2.316461 4.066561 -1.788232 -1.6 -0.4 -0.2 -0.15
N -0.596121 8.457961 -3.358462 -0.9 0.1 0.7 0.03
H 0.851029 5.463711 -3.412992 -0.1 -0.4 0.5 0.05
H 1.047389 6.709291 -2.157562 0.3 0.0 0.0 0.08
H 1.510029 6.900841 -3.911282 -0.2 0.8 0.1 0.08
H -0.730271 6.707411 -4.514772 -0.9 0.3 -0.4 0.12
H -2.743831 6.552001 -3.164622 -0.4 -0.8 0.3 0.13
H -1.724551 6.785571 -1.677932 -0.7 -0.1 0.4 0.12
H -1.960871 3.108611 -1.408802 1.2 0.3 -0.2 0.07
H -3.095141 3.729551 -2.472472 -0.4 0.1 -0.3 0.08
H -2.846231 4.490311 -0.935072 0.2 0.7 0.1 0.08
H -0.354141 8.525941 -2.380232 -0.3 0.8 0.7 0.06
H 0.312109 8.679311 -3.740842 0.0 0.4 -0.6 0.06
C -8.434931 0.389581 -2.714082 0.9 -0.3 0.3 -0.07
C -7.940581 0.974731 -1.376682 -0.6 -1.4 -1.6 -0.46
C -6.429811 0.870461 -1.343702 -0.2 1.0 -0.1 -0.21
O -5.954621 1.369211 -0.117762 0.3 -0.3 0.5 -0.16
C -4.561151 1.532581 -0.088752 0.5 1.3 0.3 -0.10
N -8.500511 2.283631 -1.189212 0.7 0.3 0.5 0.05
H -7.982101 0.794711 -3.619022 0.0 0.5 0.1 0.07
H -9.519861 0.449831 -2.800162 0.1 -0.2 0.0 0.08
H -8.058981 -0.631279 -2.646292 -0.6 -0.4 -0.4 0.07
H -8.314891 0.206181 -0.700422 -0.1 0.2 0.8 0.13
H -6.012991 1.479921 -2.145522 0.1 0.3 -0.3 0.12
H -6.111521 -0.152539 -1.544362 0.0 -0.3 0.2 0.12
H -3.937591 0.660731 0.109128 -0.4 -0.4 -0.3 0.06
H -4.279701 2.249641 0.682418 -0.5 -0.1 0.6 0.08
H -4.227641 2.101621 -0.956542 0.1 -0.5 -0.7 0.07
H -9.508401 2.218341 -1.192682 -0.1 0.0 0.0 0.07
H -8.213471 2.565641 -0.262832 -0.1 0.5 0.2 0.07
C 3.753339 3.575361 -5.091132 0.7 0.3 -0.7 -0.07
C 5.008849 3.097621 -4.263522 -1.9 0.5 0.2 -0.41
C 4.673049 1.813951 -3.482062 1.0 0.8 1.9 -0.12
O 5.223359 1.940471 -2.080182 -1.2 -0.3 -1.1 -0.21
C 4.557719 1.021331 -1.177402 0.7 0.0 -1.5 -0.09
N 6.206069 3.073751 -5.090662 -0.3 -0.6 -0.3 0.03
H 3.330469 2.924771 -5.856642 0.4 -0.7 0.2 0.06
H 4.071399 4.435041 -5.680952 0.1 0.3 0.1 0.07
H 2.880279 3.910281 -4.531052 0.3 -0.1 0.6 0.05
H 5.114279 3.921121 -3.557242 0.2 -0.2 0.4 0.13
H 5.135529 0.933931 -3.929012 -0.2 -0.2 -0.1 0.13
H 3.588699 1.719521 -3.424062 -0.1 -0.3 0.1 0.10
H 4.632029 0.023501 -1.609742 0.1 -0.4 0.2 0.07
H 3.487789 1.222691 -1.124522 -0.1 0.4 0.4 0.06
H 5.064599 1.041771 -0.212652 -0.2 0.2 -0.1 0.08
H 6.871009 2.454841 -4.649172 0.5 0.2 0.5 0.07
H 5.956459 2.509601 -5.890362 0.0 0.1 -0.7 0.07
C 2.284099 -6.064279 0.883688 1.9 -0.5 0.3 -0.03
C 2.744679 -6.928079 -0.323242 -1.1 0.7 0.2 -0.37
C 2.771979 -8.452769 -0.205202 0.3 0.0 1.3 -0.15
O 3.685949 -8.907089 0.837158 -0.3 2.8 -1.1 -0.17
C 3.912159 -10.228189 0.972228 0.1 -2.4 0.1 -0.19
N 1.786229 -6.571769 -1.391262 0.1 -0.4 -0.3 0.03
H 2.546779 -5.029449 0.664098 -0.3 0.1 -0.2 0.07
H 2.904879 -6.271999 1.755218 -0.5 -0.3 -0.1 0.04
H 1.231719 -6.135249 1.158598 0.0 -0.4 -0.2 0.06
H 3.725499 -6.615249 -0.681322 0.1 0.2 0.2 0.14
H 3.032549 -8.819779 -1.197922 0.0 -0.4 0.1 0.13
H 1.790539 -8.796239 0.121738 -0.4 -0.2 -0.4 0.12
H 4.523449 -10.744389 0.231988 0.6 0.6 -0.7 0.08
H 3.021709 -10.855299 0.928108 -0.7 0.1 0.4 0.08
H 4.420069 -10.420299 1.917328 -0.2 0.2 0.2 0.09
H 0.860729 -6.805349 -1.061122 -0.3 -0.6 0.1 0.05
H 1.735329 -5.563159 -1.376542 0.5 0.4 -0.6 0.03
C 0.024299 -5.311319 4.976618 0.8 2.0 2.9 0.07
C 0.296599 -4.061819 5.567108 0.8 -2.0 1.5 -0.19
C 0.444979 -2.796309 4.827948 -2.2 -0.3 -2.3 -0.34
O 0.731349 -1.691119 5.256698 0.2 -1.0 0.4 0.11
C -0.064671 -3.025489 3.457788 0.1 -0.6 -1.0 0.08
C -0.421001 -4.235159 2.886948 0.0 2.1 -0.8 -0.20
C -0.415211 -5.525329 3.631498 0.7 -0.2 -0.1 -0.35
O -0.685221 -6.624359 3.163688 -0.1 1.3 -0.1 0.13
O -0.839681 -4.231579 1.599818 0.1 0.7 0.4 0.07
O 0.620729 -3.966139 6.885228 -0.4 -1.8 -0.5 0.09
H 0.167849 -6.192539 5.584268 -0.2 0.0 0.2 0.14
H -0.137841 -2.108219 2.892398 -0.1 -0.1 -0.4 0.10
H -1.031601 -5.099419 1.237008 0.1 -0.6 0.4 0.11
H 0.657799 -3.086729 7.268468 0.1 0.6 -0.7 0.12
C 5.171609 4.417151 3.608948 -1.7 0.4 -0.3 0.07
C 4.522489 3.295611 3.248178 2.5 -1.9 -1.5 -0.19
C 3.041909 3.031981 3.200128 -1.6 2.1 1.2 -0.24
O 2.395279 2.071371 2.821308 1.6 0.7 0.1 0.11
C 2.342629 4.272351 3.754228 0.0 -1.3 -0.3 0.07
C 2.945569 5.378911 4.172088 -0.3 2.0 -0.4 -0.21
C 4.436719 5.625331 4.081058 1.2 -1.9 0.6 -0.30
O 5.045169 6.590571 4.484598 -1.1 0.4 -0.2 0.13
O 2.144799 6.451381 4.489978 0.4 -1.0 0.1 0.07
O 5.292949 2.273441 2.733058 -1.6 -0.1 0.3 0.07
H 6.235689 4.437391 3.425258 0.1 0.4 0.3 0.13
H 1.266469 4.300331 3.840898 -0.1 -0.5 -0.1 0.11
H 2.616089 7.076641 5.045438 0.4 0.3 0.0 0.11
H 6.228379 2.488911 2.721288 0.1 0.2 0.1 0.11
```
Positions in Å, forces in eV/Å.

E: -4911.4607 Ha
Multiplicity: 1
Lowest unoccupied orbital energy: -0.08967 Ha